# 1
Formula: C24H35BCdN5O8
Source: OMol25
Level of theory: ωB97M-V/def2-TZVPD

2S+1 ... 2
Frontier orbital gap (spin up / spin down) ... 2.3 / 5.9 eV
Expectation value of S² ... 0.753
Calculated total energy ... -2003.82593 Ha

The geometry in XYZ format:
```
74
Properties=species:S:1:pos:R:3:forces:R:3:mulliken_charge:R:1
Cd -0.447 -0.007 0.033 0.210 -2.011 0.735 1.536
O 1.079 -6.674 5.167 -1.198 1.284 -2.227 -0.653
C 0.457 -6.128 4.246 3.006 -0.652 1.458 0.573
O 0.976 -5.469 3.201 0.768 -0.825 1.946 -0.465
B -0.065 -4.922 2.344 0.546 1.172 -1.936 1.211
O -1.279 -5.272 3.036 -1.566 -1.941 2.809 -0.454
C -1.024 -6.068 4.162 -3.851 -0.152 -0.324 0.564
O -1.851 -6.625 4.920 2.689 2.223 -2.814 -0.636
O 0.074 -5.480 0.995 -0.062 -2.340 1.419 -0.620
C 0.184 -4.576 0.073 -1.075 3.679 -2.305 0.339
O 0.193 -4.789 -1.167 0.311 -0.056 1.400 -0.826
C 0.036 -3.213 0.709 1.094 -6.554 0.534 -0.095
O 0.037 -3.464 2.076 -0.291 1.155 0.818 -0.496
O -0.103 -2.154 0.111 -0.133 3.369 -1.110 -0.715
C 0.782 0.402 -5.820 -1.404 -0.095 -1.971 -1.105
C -0.752 0.616 -5.612 0.929 1.381 2.030 -0.404
C -1.343 -0.352 -4.625 -0.501 -0.570 0.499 -0.497
C -0.903 -0.141 -3.257 3.001 -0.477 4.875 0.428
N -0.482 -0.058 -2.145 -2.109 0.004 -6.080 -0.532
H 1.155 1.250 -6.394 0.106 0.083 0.104 0.327
H 0.814 -0.431 -6.522 0.716 -0.336 0.242 0.322
H 1.440 0.258 -4.963 -0.603 -0.139 0.217 0.356
H -1.449 0.643 -6.450 0.808 0.053 -0.465 0.340
H -0.811 1.556 -5.064 -0.373 0.594 -0.533 0.255
H -1.128 -1.355 -4.992 -0.215 -0.338 0.651 0.340
H -2.410 -0.213 -4.453 -0.393 -0.194 -0.840 0.280
C 4.377 2.572 -1.623 -0.331 0.454 0.676 -1.096
C 4.702 2.358 -0.133 0.585 -0.037 -0.815 -0.556
C 4.227 0.984 0.381 0.952 0.682 -0.112 -0.242
C 2.815 0.806 0.243 -0.492 -0.143 -0.188 0.367
N 1.691 0.652 0.123 0.599 0.407 -0.162 -0.425
H 4.954 1.888 -2.246 -0.214 -0.127 0.012 0.359
H 4.678 3.585 -1.890 -0.060 0.002 -0.128 0.330
H 3.307 2.475 -1.805 0.001 -0.092 -0.261 0.251
H 4.399 3.183 0.512 -0.324 -0.077 -0.114 0.359
H 5.791 2.381 -0.161 0.117 -0.244 0.718 0.316
H 4.454 0.843 1.438 0.297 -0.159 -0.067 0.118
H 4.726 0.244 -0.245 -0.037 -0.350 0.305 0.286
C 3.035 -2.388 3.329 -0.837 -0.274 1.186 -0.865
C 2.854 -1.042 4.015 2.871 -0.681 -0.482 -0.207
C 1.495 -0.639 4.336 -2.262 0.287 0.385 -0.316
C 0.624 -0.415 3.200 -1.413 0.795 -2.957 0.305
N -0.026 -0.253 2.245 1.451 -0.018 3.231 -0.383
H 4.059 -2.743 3.442 0.098 0.271 -0.747 0.403
H 2.579 -2.384 2.339 0.435 -0.291 -0.129 0.159
H 2.480 -3.106 3.933 -0.275 -0.295 -0.271 0.233
H 3.399 -0.316 3.412 -0.255 0.555 -0.033 -0.071
H 3.397 -1.048 4.960 0.073 -0.109 0.127 0.345
H 1.505 0.243 4.977 -0.300 0.061 -0.023 0.344
H 0.933 -1.431 4.832 0.311 -0.239 0.603 0.261
C -5.674 0.819 -1.016 -0.181 -0.462 1.284 -0.773
C -6.017 0.003 0.313 0.578 1.574 -1.445 -0.509
C -5.153 -1.204 0.563 0.072 -0.788 0.263 -0.530
C -3.717 -0.975 0.401 5.264 0.987 -1.076 0.393
N -2.558 -0.787 0.169 -6.495 -0.698 1.215 -0.292
H -5.379 1.842 -0.782 -0.421 0.116 0.082 0.212
H -6.573 0.800 -1.631 0.383 0.209 -0.301 0.317
H -4.795 0.442 -1.538 -0.249 -0.457 -0.142 0.167
H -7.068 -0.281 0.244 0.151 -0.165 0.321 0.334
H -5.866 0.631 1.191 -0.330 0.268 -0.139 0.295
H -5.380 -2.054 -0.079 -0.143 -0.061 -0.011 0.293
H -5.378 -1.473 1.595 0.415 -0.543 0.010 0.279
C 0.812 5.453 -0.950 -0.209 -0.475 -1.321 -0.892
C -0.656 5.398 -1.369 -1.018 -0.208 1.652 -0.397
C -1.516 4.713 -0.260 0.021 -1.227 0.329 -0.762
C -1.226 3.240 -0.036 0.205 -1.941 0.077 0.521
N -1.037 2.088 0.093 -0.939 4.866 -0.350 -0.496
H 1.234 4.504 -1.278 0.263 -0.241 0.536 0.137
H 0.966 5.608 0.118 0.045 0.169 -0.199 0.335
H 1.337 6.165 -1.588 0.059 0.355 0.437 0.349
H -0.801 4.881 -2.318 0.036 0.164 0.011 0.343
H -1.150 6.370 -1.392 0.387 0.243 -0.473 0.292
H -2.595 4.814 -0.375 -0.092 -0.344 -0.778 0.374
H -1.445 5.220 0.703 0.795 -0.036 0.130 0.361
```
Forces are in eV/Å.

# 2
Formula: C24H20ClNPPtSe
Source: OMol25
Level of theory: ωB97M-V/def2-TZVPD

2S+1 ... 5
Frontier orbital gap (spin up / spin down) ... 4.4 / 4.3 eV
Expectation value of S² ... 6.042
Charge ... +1
Calculated total energy ... -4303.02649 Ha

The geometry in XYZ format:
```
49
Properties=species:S:1:pos:R:3:forces:R:3:mulliken_charge:R:1
C 0.268 -3.613 1.726 -1.963 -2.135 0.697 -0.803
C 0.961 -2.413 1.814 -0.172 1.020 1.636 -0.430
C 0.211 -1.450 2.638 0.744 -1.212 -0.960 -0.319
H 1.939 -2.295 1.401 0.262 0.278 -0.043 0.624
C -1.043 -1.984 2.960 -1.305 -1.898 -0.316 -0.721
C -1.133 -3.414 2.347 0.781 0.067 5.249 0.702
H -1.953 -4.105 2.912 3.696 1.761 1.892 0.009
H 0.365 -4.475 1.030 0.548 0.859 0.842 0.322
H 0.519 -0.472 2.936 0.330 0.441 -0.096 0.622
H -1.941 -1.584 3.478 1.166 0.016 -0.382 0.356
Pt -0.926 -1.755 0.574 -0.223 1.917 -2.465 0.783
Cl -3.115 -0.945 0.614 -1.097 0.385 0.082 -0.376
P -0.148 0.122 -0.308 1.376 1.840 -0.480 1.546
C -0.003 1.510 0.866 0.003 0.387 0.469 0.334
C 1.113 2.366 0.898 -0.089 -0.002 0.167 -0.206
H 1.966 2.189 0.241 -0.249 0.039 0.177 0.444
C 1.146 3.458 1.776 -0.172 -0.131 -0.028 -0.681
H 2.023 4.110 1.795 -0.329 -0.253 -0.025 0.416
C 0.061 3.717 2.620 0.041 -0.195 -0.182 -0.528
H 0.088 4.570 3.304 -0.010 -0.309 -0.253 0.389
C -1.061 2.881 2.581 0.120 -0.074 -0.118 -0.710
H -1.917 3.081 3.229 0.288 -0.072 -0.233 0.426
C -1.092 1.788 1.711 0.103 0.058 0.094 -0.258
H -1.973 1.144 1.677 0.219 0.232 0.044 0.303
C 1.533 -0.093 -0.957 0.469 -0.281 -0.381 0.180
C 2.611 -0.376 -0.097 0.172 -0.038 -0.216 -0.334
H 2.465 -0.386 0.988 0.090 0.195 -0.420 1.014
C 3.882 -0.643 -0.616 -0.224 0.092 0.019 -1.031
H 4.710 -0.858 0.065 -0.280 0.093 -0.246 0.411
C 4.092 -0.633 -1.999 -0.261 0.035 0.000 -0.587
H 5.083 -0.842 -2.406 -0.324 0.072 0.145 0.391
C 3.025 -0.354 -2.860 0.037 -0.028 0.201 -0.674
H 3.177 -0.348 -3.941 -0.021 0.010 0.343 0.422
C 1.754 -0.088 -2.345 0.140 -0.030 0.188 -0.794
H 0.927 0.127 -3.023 0.280 -0.067 0.164 0.338
C -1.063 0.845 -1.678 -0.657 -0.082 -0.621 -0.109
C -0.952 2.216 -1.950 -0.156 0.028 -0.182 -0.160
H -0.351 2.856 -1.305 -0.168 -0.151 -0.178 0.351
C -1.617 2.775 -3.046 0.052 -0.189 0.091 -0.726
H -1.520 3.845 -3.243 -0.047 -0.369 0.052 0.413
C -2.402 1.971 -3.877 0.146 -0.132 0.251 -0.490
H -2.923 2.410 -4.731 0.160 -0.172 0.298 0.388
C -2.521 0.602 -3.606 0.103 0.007 0.008 -0.683
H -3.136 -0.030 -4.250 0.210 0.217 0.234 0.400
C -1.853 0.037 -2.517 0.026 0.366 0.014 -0.224
H -1.958 -1.030 -2.308 0.009 0.285 -0.069 0.349
Se -3.031 -6.175 2.309 1.076 2.156 -1.568 0.123
C -2.401 -4.695 1.464 -1.788 -0.444 -2.716 0.064
N -1.886 -3.564 1.110 -3.113 -4.592 -1.181 -0.272
```
Forces are in eV/Å.

# 3
Formula: C26H26AgBr2N6O5STe
Source: OMol25
Level of theory: ωB97M-V/def2-TZVPD

2S+1 ... 1
Frontier orbital gap ... 5.1 eV
Charge ... -1
Calculated total energy ... -7672.25792 Ha

The geometry in XYZ format:
```
68
Properties=species:S:1:pos:R:3:forces:R:3:mulliken_charge:R:1
Ag -16.283 14.803 1.240 0.802 -0.228 0.524 0.769
Br -20.934 14.875 4.132 -0.003 -0.367 0.326 -0.221
C -20.570 15.686 2.497 1.760 0.570 -1.932 -0.497
C -21.470 16.535 1.920 -0.679 1.391 -2.017 -0.196
C -21.231 17.250 0.694 0.135 -1.538 2.291 -0.104
Br -22.625 18.383 0.112 0.033 0.145 -0.295 -0.279
C -19.988 17.126 0.067 0.590 0.869 -0.731 1.247
C -19.604 17.889 -1.112 0.514 -1.119 0.561 -0.789
C -18.344 17.656 -1.612 -1.231 0.672 -0.147 -0.781
C -17.457 16.811 -0.960 1.826 -1.129 -0.006 -0.171
N -17.742 16.114 0.122 -1.230 0.919 -0.896 -0.265
C -18.989 16.240 0.639 -1.309 1.078 -0.509 -0.218
C -19.306 15.453 1.798 0.442 -2.411 2.061 0.574
O -18.500 14.523 2.195 -1.059 1.389 -0.332 -0.640
H -22.463 16.677 2.315 -0.057 -0.040 0.447 0.389
H -20.268 18.585 -1.633 0.010 -0.349 0.443 0.314
H -18.051 18.130 -2.533 0.234 0.162 -0.084 0.402
H -16.410 16.673 -1.346 -1.130 0.204 0.450 0.165
C -19.614 14.233 9.508 -0.029 0.696 -0.834 -1.173
C -18.381 13.519 9.946 0.493 -1.341 -0.348 -0.492
S -17.919 12.121 8.824 0.183 1.629 0.282 1.172
O -16.783 11.499 9.430 0.831 -0.163 0.233 -0.679
O -19.050 11.284 8.547 -0.610 0.143 -0.234 -0.660
C -17.406 12.959 7.271 -0.562 0.263 0.450 -0.171
C -16.424 12.006 6.607 0.384 -0.589 0.216 -1.610
N -15.851 12.502 5.358 -0.398 0.122 0.347 0.342
C -16.514 12.674 4.184 1.245 0.079 -0.181 0.727
N -15.733 13.234 3.248 1.147 -0.054 1.199 -0.268
C -14.506 13.430 3.864 -0.745 -0.282 -0.195 -0.602
C -14.563 13.001 5.179 -1.360 0.102 -1.604 0.220
N -13.492 12.793 6.020 1.683 -0.907 1.402 1.024
O -13.675 12.202 7.126 0.803 1.256 -1.787 -0.701
O -12.385 13.143 5.587 -1.114 -0.312 0.984 -0.628
C -17.887 12.211 3.955 -0.547 -0.170 -0.748 -1.300
H -20.107 14.709 10.327 -0.270 0.339 0.693 0.383
H -20.325 13.558 9.065 -0.324 -0.365 -0.221 0.337
H -19.392 15.026 8.782 -0.030 -0.237 0.036 0.285
H -18.526 12.958 10.876 0.067 0.168 -0.016 0.397
H -17.503 14.165 10.039 -0.056 -0.262 -0.010 0.384
H -16.939 13.943 7.504 -0.254 -0.714 -0.008 0.475
H -18.363 13.132 6.744 0.585 -0.110 -0.015 0.286
H -16.897 11.021 6.435 0.196 0.463 -0.029 0.297
H -15.564 11.861 7.289 -0.810 -0.061 -0.450 0.665
H -13.605 13.790 3.372 -0.519 0.069 -0.099 0.478
H -17.972 11.898 2.885 -0.056 0.391 0.935 0.372
H -18.568 13.048 4.119 -0.134 -0.033 -0.263 0.001
H -18.184 11.390 4.609 0.184 -0.010 -0.016 0.426
Te -14.186 16.434 0.478 0.730 -0.940 -0.386 -0.234
C -13.008 15.188 -0.838 0.407 -0.072 0.403 0.041
C -13.268 13.812 -1.094 0.648 1.387 -0.359 -0.302
C -12.420 13.110 -1.962 -0.034 -0.364 -0.028 -0.381
C -11.352 13.747 -2.589 0.424 0.552 0.247 -0.453
C -11.065 15.096 -2.277 0.669 -0.365 -0.950 -0.346
C -11.833 15.793 -1.382 -1.307 -0.531 0.569 -0.513
H -14.124 13.329 -0.637 0.038 0.042 0.004 0.355
H -12.592 12.033 -2.141 0.051 0.672 0.063 0.293
H -10.663 13.216 -3.254 -0.441 0.062 0.165 0.313
H -10.233 15.626 -2.792 -0.476 -0.603 0.498 0.274
H -11.566 16.797 -1.052 -0.141 -0.152 -0.306 0.301
N -16.197 18.034 2.812 0.009 0.548 0.197 0.055
C -15.561 19.043 3.464 0.046 0.544 0.099 -0.455
C -14.761 18.487 4.448 -0.783 -0.704 -0.937 -0.696
C -14.951 17.113 4.283 -1.085 -1.144 -0.955 -0.154
N -15.850 16.848 3.292 1.056 -0.369 1.538 -0.030
H -16.935 18.075 2.095 0.845 0.048 0.551 0.105
H -15.647 20.080 3.182 -0.281 -0.089 -0.070 0.407
H -14.163 18.919 5.208 0.417 0.630 0.159 0.403
H -14.466 16.280 4.815 -0.426 0.521 -0.375 0.330
```
Forces are in eV/Å.

# 4
Formula: C25H24AsN6O8RuS3
Source: OMol25
Level of theory: ωB97M-V/def2-TZVPD

2S+1 ... 1
Frontier orbital gap ... 6.5 eV
Charge ... -1
Calculated total energy ... -5422.84881 Ha

The geometry in XYZ format:
```
68
Properties=species:S:1:pos:R:3:forces:R:3:mulliken_charge:R:1
Ru -0.291 -0.212 -1.123 1.114 0.024 0.180 0.315
C -4.615 2.576 -3.835 -0.039 -0.014 0.017 -0.798
S -2.871 2.705 -4.231 -0.018 0.093 -0.027 -0.078
C -2.190 1.239 -3.492 0.259 0.021 -0.142 0.302
S -3.100 0.121 -2.627 -0.219 -0.066 0.019 -0.378
N -0.905 1.196 -3.772 0.070 -0.156 0.391 -1.664
N -0.252 0.192 -3.090 -0.825 -0.175 0.068 1.358
C 0.620 -0.480 -3.744 0.590 -0.629 0.043 -0.976
C 1.244 -1.615 -3.044 -0.394 0.678 -0.561 1.179
C 2.174 -2.457 -3.625 0.275 -0.282 -0.055 -0.854
C 2.636 -3.545 -2.903 0.001 0.125 -0.232 -0.284
C 2.164 -3.752 -1.617 -0.043 0.010 0.143 -1.127
C 1.250 -2.856 -1.094 0.050 0.018 -0.054 -0.455
N 0.788 -1.824 -1.801 -0.322 -0.142 0.388 0.306
H -5.056 3.518 -4.164 -0.041 -0.017 0.002 0.344
H -4.757 2.447 -2.764 -0.008 0.028 -0.020 0.219
H -5.077 1.741 -4.357 -0.006 0.013 0.014 0.271
H 0.826 -0.250 -4.783 0.029 -0.046 0.033 0.358
H 2.538 -2.240 -4.620 -0.005 -0.039 0.015 0.444
H 3.366 -4.217 -3.335 0.013 0.027 0.009 0.389
H 2.518 -4.574 -1.011 0.006 0.002 0.006 0.426
H 0.892 -2.926 -0.075 -0.019 0.004 -0.010 0.767
O 3.555 2.036 -0.054 -0.071 -0.083 -0.230 -0.686
As 3.032 0.369 -0.364 0.184 -0.243 -0.279 0.833
O 4.197 -0.466 -1.163 -0.310 0.296 0.109 -0.835
O 1.583 0.585 -1.215 0.385 0.538 0.508 -0.057
C 3.175 -0.278 1.497 -0.306 0.066 0.270 -0.388
C 4.462 -0.685 1.814 -0.012 -0.140 0.044 -0.636
C 4.788 -1.030 3.124 0.007 0.004 0.000 -0.571
C 3.834 -0.970 4.126 -0.025 -0.032 -0.007 -0.594
C 2.538 -0.565 3.826 0.049 -0.019 -0.075 -0.461
C 2.222 -0.224 2.525 0.329 0.225 -0.092 -0.095
S 0.624 0.379 2.078 0.122 0.159 -0.072 1.300
O 0.852 1.731 1.606 -0.023 0.034 0.102 -0.650
O -0.298 0.263 3.193 0.218 -0.190 -0.102 -0.801
O 0.354 -0.576 0.980 -1.081 -0.376 -0.292 0.162
H 2.752 2.520 0.178 -0.069 0.030 0.120 0.366
H 5.197 -0.736 1.021 0.006 -0.005 0.004 0.558
H 5.799 -1.340 3.359 -0.005 -0.006 -0.014 0.389
H 4.098 -1.237 5.143 -0.015 0.004 -0.005 0.375
H 1.769 -0.503 4.586 -0.004 0.006 -0.002 0.504
O -2.094 -1.809 -0.313 -0.221 0.148 0.020 -0.491
N -1.944 -2.605 0.692 -0.003 0.120 -0.401 0.277
C -1.737 -3.920 0.453 0.107 -0.201 0.104 -0.287
C -1.579 -4.814 1.489 -0.018 0.066 -0.120 -0.685
C -1.622 -4.363 2.800 -0.007 -0.091 0.074 -0.336
C -1.839 -3.015 3.022 -0.039 0.165 -0.062 -0.819
C -2.011 -2.152 1.957 0.120 -0.095 0.298 0.100
H -1.698 -4.172 -0.595 -0.025 0.014 -0.003 0.504
H -1.421 -5.857 1.252 0.020 0.011 0.011 0.413
H -1.491 -5.048 3.626 0.011 0.014 -0.012 0.381
H -1.870 -2.595 4.017 0.009 -0.021 -0.004 0.452
H -2.168 -1.096 2.072 0.070 0.131 -0.048 0.395
N -1.440 6.233 1.395 -0.046 0.027 0.032 -0.366
C -2.363 5.226 1.377 0.118 -0.290 -0.101 0.107
O -3.461 5.342 1.881 -0.082 0.069 0.018 -0.635
C -1.933 3.962 0.675 -0.170 0.330 0.173 0.994
C -2.606 2.784 0.955 -0.032 -0.123 0.030 -1.063
C -2.195 1.620 0.339 -0.019 0.038 -0.110 -0.438
N -1.161 1.587 -0.511 0.093 -0.071 0.150 1.073
C -0.540 2.724 -0.809 0.021 0.119 -0.141 -0.537
C -0.903 3.935 -0.244 0.185 -0.099 -0.174 -1.314
H -1.670 7.025 1.970 0.015 -0.006 0.009 0.247
H -0.468 6.021 1.260 0.015 -0.013 -0.005 0.196
H -3.429 2.783 1.656 -0.003 0.010 -0.024 0.496
H -2.699 0.674 0.493 0.051 0.002 0.036 0.563
H 0.275 2.641 -1.516 0.010 -0.004 0.046 0.573
H -0.370 4.828 -0.543 -0.026 0.003 -0.010 0.424
```
Forces are in eV/Å.

# 5
Formula: C3H9NO2
Source: OMol25
Level of theory: ωB97M-V/def2-TZVPD

2S+1 ... 1
Frontier orbital gap ... 10.3 eV
SMILES ... NC(CO)CO
Calculated total energy ... -324.91806 Ha

The geometry in XYZ format:
```
15
Properties=species:S:1:pos:R:3:forces:R:3:mulliken_charge:R:1
C -0.335 -0.008 -0.323 -0.150 -0.240 0.094 0.226
C 0.277 1.007 0.636 0.615 -1.167 0.087 -0.715
C 0.486 -1.287 -0.366 0.275 0.165 -0.568 -0.666
H -2.266 0.563 -0.034 0.173 -0.195 -0.103 0.293
H -1.772 -0.588 1.000 -0.081 0.209 -1.336 0.303
H -0.299 0.382 -1.325 -0.054 0.418 -0.591 0.416
H 0.227 0.532 1.643 0.111 0.573 -0.363 0.308
H 1.333 1.162 0.361 -0.281 0.013 0.268 0.315
H -0.169 2.743 -0.106 -0.241 -0.398 0.615 0.348
H 0.503 -1.736 0.619 0.029 -0.294 0.381 0.298
H 0.026 -1.992 -1.081 0.149 0.252 0.286 0.342
H 2.348 -1.743 -0.892 -0.428 0.572 0.103 0.300
N -1.739 -0.312 -0.018 0.201 -0.205 1.520 -0.744
O -0.447 2.202 0.659 -0.109 1.031 -0.444 -0.519
O 1.827 -0.927 -0.774 -0.209 -0.734 0.051 -0.508
```
Forces are in eV/Å.